Entry 1:
Molecular formula: C16H10Cl2I2N3OPt
Method: DFT, wB97M-V/def2-TZVPD

Last column: Mulliken charge in e.
Atoms and positions in Å:
C -1.40564 -0.41042 -2.20314  0.1956
H 1.27433 1.41244 -2.47864  -0.6740
H 2.24597 4.86922 -1.71662  0.3353
I -0.76179 -3.50018 5.44439  0.1464
H 1.69716 -1.70525 5.24271  0.3503
H -2.80253 0.01927 0.11738  0.8482
C -2.28912 -0.45143 0.94173  -0.1131
C 1.09537 -1.38780 4.40160  -0.2143
C -0.90709 -1.55908 3.07884  0.8119
H -2.68645 -2.73092 3.40609  0.2483
C -2.21718 -1.98223 2.78135  -0.3677
H -3.94053 -1.67081 1.55014  0.3879
H -2.19795 -1.80194 -3.60674  0.4192
C 1.68955 0.35570 -4.84802  -0.1346
C 2.47092 3.89760 -1.29359  -0.2772
C -2.91361 -1.40376 1.75233  -1.0814
H 3.12365 3.95928 -0.43225  0.3387
N -1.03859 -0.09031 1.14857  -0.2363
H -2.19837 -0.57920 -1.49675  0.1406
C 0.59545 0.04096 -3.97259  0.3899
Cl 3.17546 2.86860 -2.50392  -0.0939
Cl 0.84965 3.36441 -0.63370  -0.0914
N -0.45569 0.47366 -1.86756  -0.2655
C 0.85201 0.10046 2.51753  0.9710
C 0.52131 0.69224 -2.75147  1.1041
C -0.36117 -0.56633 2.24338  0.1243
N 2.56632 0.63160 -5.53570  -0.4030
C -0.38563 -0.88186 -4.31102  -0.2798
C -0.10947 -1.99203 4.16973  -0.5532
H -0.34960 -1.40468 -5.25680  0.5175
C -1.40370 -1.09959 -3.40001  -0.7941
Pt 0.10944 1.15839 0.09806  0.5606
C 1.57789 -0.32759 3.60435  -0.7074
I 3.36529 0.59433 4.07789  0.1398
O 1.21434 1.10724 1.73245  -0.7429

Calculated values
HOMO-LUMO gap (eV): 6.85
Electronic energy (hartree): -2490.0599
ΔE to the lowest compared entry with this formula, charge and spin (eV): 0.000
Total charge: +1

---

Entry 2:
Molecular formula: C16H10Cl4GeN2OTi
Method: DFT, wB97M-V/def2-TZVPD

Last column: Mulliken charge in e.
Atoms and positions in Å:
C 0.34205 -2.37365 4.34628  -0.9553
C 1.44021 -1.00572 -2.05447  0.8922
H -4.65588 -0.15369 2.38111  0.4152
H 3.19802 -1.54221 -4.87108  0.4530
C -3.61122 -0.42733 2.38491  -0.9076
H -3.24658 0.43026 0.43926  0.3920
Cl 5.17918 -3.00688 -3.48871  -0.1422
C 1.75977 -0.95433 -3.39687  -0.6258
Cl 1.66249 1.68168 0.51205  -0.2681
C 3.74837 -2.24878 -2.92486  -0.0090
Ge 0.81708 3.67455 -1.25008  0.7061
Cl 0.42530 5.10717 0.25745  -0.1519
C -1.66599 -1.40011 3.42110  0.8955
C 2.92447 -1.57172 -3.82500  -0.4344
H 2.42045 -2.59948 0.82696  0.3545
H 0.86885 -2.85005 5.16093  0.4263
C 1.03826 -2.11522 3.14750  -0.6690
Ti -0.08392 0.35468 -0.09207  0.7612
C 2.24843 -1.68715 -1.12388  0.0067
C 1.86944 -1.85994 0.24853  0.3794
C -2.82391 -0.10811 1.27709  -0.0263
H 1.10679 -0.45250 -4.09670  0.4850
C -0.97929 -2.04466 4.47787  -0.8832
H 4.04314 -2.86952 -0.90193  0.4611
C -3.03253 -1.04760 3.46297  -0.4087
C 3.41001 -2.32350 -1.58890  -0.9791
N -1.53317 -0.42216 1.19790  0.3128
H -3.61375 -1.27240 4.34872  0.4868
C 0.38510 -1.51078 2.10665  0.0658
H -1.51404 -2.27025 5.39107  0.4449
H 2.07917 -2.39976 3.06557  0.4139
O 0.26992 -0.42521 -1.62729  -0.5437
Cl -1.40428 2.17305 -0.69576  -0.3335
N 0.89130 -1.22615 0.81149  0.0480
C -0.95653 -1.10255 2.24666  0.9373

Calculated values
HOMO-LUMO gap (eV): 6.56
Electronic energy (hartree): -5567.2929
Total charge: +2